Record 1
{
  "formula": "C3H9O",
  "method": "ωB97M-V/def2-TZVPD",
  "e_homo_ev": -2.1,
  "spin_multiplicity": 1,
  "mol_weight_g_mol": 61.104,
  "total_energy_ev": -5303.7295,
  "total_charge": -1,
  "elements": ["C", "O", "C", "H", "H", "H", "H", "H", "C", "H", "H", "H", "H"],
  "positions_angstrom": [[0.3050, 0.5769, -1.3699], [-0.0701, -0.2382, -0.3592], [1.3562, 1.6180, -0.9371], [-0.5674, 1.1276, -1.7993], [0.7539, 0.0447, -2.2567], [1.5919, 2.3821, -1.6922], [2.2676, 1.0992, -0.6305], [0.9973, 2.1289, -0.0384], [-1.3367, -1.7492, 1.8393], [-0.9965, -0.7210, 1.7670], [-0.4530, -2.3840, 1.8118], [-1.9147, -1.9322, 0.9357], [-1.9334, -1.9529, 2.7296]],
  "forces_ev_per_angstrom": [[-0.2, -0.4, 0.3], [0.2, 0.1, -0.2], [0.0, 0.2, 0.3], [0.0, 0.3, -0.2], [0.0, 0.0, 0.0], [0.0, -0.1, -0.1], [0.1, 0.0, -0.1], [-0.1, 0.0, 0.0], [0.0, -0.1, -0.1], [0.0, 0.1, 0.0], [0.0, -0.1, 0.0], [0.0, 0.0, 0.0], [0.0, 0.0, 0.1]]
}

Record 2
{
  "formula": "C3H9O",
  "method": "ωB97M-V/def2-TZVPD",
  "s_squared": 0.751,
  "e_homo_ev": [4.4, 0.3],
  "spin_multiplicity": 2,
  "mol_weight_g_mol": 61.104,
  "total_energy_ev": -5298.7412,
  "total_charge": -2,
  "elements": ["O", "H", "C", "C", "C", "H", "H", "H", "H", "H", "H", "H", "H"],
  "positions_angstrom": [[-1.5257, -2.2958, -1.0766], [-1.3872, -2.9561, -1.7633], [1.0406, 1.1245, -0.4797], [-0.2694, 0.3008, -0.1198], [-0.2119, -0.0307, 1.3631], [1.4494, 1.9859, 0.0580], [0.8849, 1.5527, -1.4937], [1.7809, 0.3305, -0.6221], [-0.1536, -0.4961, -0.8518], [-1.2795, 0.6988, -0.3234], [-0.5084, 0.7913, 2.0227], [-0.6900, -0.9533, 1.6977], [0.8699, -0.0524, 1.5888]],
  "forces_ev_per_angstrom": [[-0.2, -0.2, 0.0], [0.0, -0.1, -0.1], [-1.4, 0.1, -1.6], [0.7, 1.3, 0.1], [1.4, -0.3, 0.4], [-0.3, -0.3, 0.7], [0.2, -0.2, 0.2], [0.4, 0.4, 0.3], [-0.5, -0.7, 0.8], [0.6, 0.5, -0.3], [-0.5, 0.2, -0.3], [-0.1, 0.0, -0.2], [-0.3, -0.6, 0.2]]
}

Record 3
{
  "formula": "C3H9O2",
  "method": "ωB97M-V/def2-TZVPD",
  "e_homo_ev": -3.1,
  "spin_multiplicity": 1,
  "mol_weight_g_mol": 77.103,
  "total_energy_ev": -7351.9298,
  "total_charge": -1,
  "elements": ["C", "O", "C", "C", "H", "H", "H", "H", "H", "H", "H", "H", "H", "O"],
  "positions_angstrom": [[0.0687, -0.6153, -0.0680], [1.1078, -0.8987, -0.9071], [-1.0328, 0.2525, -0.6939], [-1.4003, 1.4578, 0.2008], [0.4350, -0.0975, 0.8442], [-0.4086, -1.5391, 0.3285], [-1.9539, -0.3337, -0.7624], [-0.8137, 0.5782, -1.6938], [-2.2695, 1.9726, -0.1800], [-0.5163, 2.0882, 0.3255], [-1.7022, 1.0623, 1.1702], [2.1924, -1.2681, -0.1206], [3.4502, -0.9781, 0.9002], [2.8430, -1.6812, 0.6563]],
  "forces_ev_per_angstrom": [[0.7, -0.2, -0.1], [0.1, 0.2, -0.4], [-1.1, 0.2, 1.0], [0.4, -1.0, -0.2], [-0.1, 0.2, 0.1], [-0.1, 0.0, 0.0], [-0.1, -0.2, -0.2], [0.6, 0.1, -0.5], [-0.1, 0.6, -0.3], [-0.3, 0.2, 0.0], [0.2, 0.1, 0.3], [-0.3, -0.4, 0.4], [0.0, 0.0, 0.0], [0.3, 0.2, -0.2]]
}

Record 4
{
  "formula": "C3H9O2S",
  "method": "ωB97M-V/def2-TZVPD",
  "e_homo_ev": -16.4,
  "spin_multiplicity": 1,
  "mol_weight_g_mol": 109.170,
  "total_energy_ev": -18177.7491,
  "total_charge": 1,
  "elements": ["C", "C", "C", "O", "O", "S", "H", "H", "H", "H", "H", "H", "H", "H", "H"],
  "positions_angstrom": [[-0.2785, 1.6830, -1.3445], [0.2751, -1.9575, -0.3264], [0.3157, 0.2368, 1.8110], [-1.8733, -0.2642, 0.3230], [0.3225, 0.4793, -0.8319], [-0.4090, -0.3571, 0.2323], [-0.6895, 2.3267, -0.5160], [-1.0227, 1.3252, -1.9796], [0.4362, 1.9928, -2.1646], [0.2834, -1.8565, -1.4104], [-0.3082, -2.7505, 0.0750], [1.2957, -2.0012, -0.0392], [1.4368, 0.0735, 1.7909], [-0.0121, -0.1916, 2.7145], [0.2280, 1.2612, 1.6658]],
  "forces_ev_per_angstrom": [[0.6, 0.9, -0.8], [-0.6, 1.6, -0.2], [2.8, -1.6, -2.2], [2.9, -0.2, -0.6], [0.5, -0.3, 0.6], [-1.8, -1.2, 1.6], [0.9, -0.2, -1.3], [-2.1, -0.3, -0.6], [-0.3, 0.7, 1.9], [-0.5, -0.3, 0.0], [-0.5, -0.6, 0.2], [0.9, 0.0, 0.6], [-1.2, -0.1, -0.4], [-1.2, -0.5, 0.8], [-0.7, 2.1, 0.4]]
}

Record 5
{
  "formula": "C3H9O2S2",
  "method": "ωB97M-V/def2-TZVPD",
  "s_squared": 0.755,
  "e_homo_ev": [-9.0, -9.5],
  "spin_multiplicity": 2,
  "mol_weight_g_mol": 141.237,
  "total_energy_ev": -29021.5474,
  "elements": ["C", "C", "O", "C", "S", "S", "H", "H", "H", "H", "H", "H", "H", "H", "H", "O"],
  "positions_angstrom": [[-0.0087, -0.4370, 1.2168], [-0.4467, -1.7190, 0.4801], [-0.8676, -1.4701, -0.8647], [1.2564, 0.1983, 0.6861], [1.5308, 1.9421, 1.0362], [0.4016, 3.2059, -0.0021], [0.0187, -0.6905, 2.2860], [-0.8532, 0.2684, 1.1919], [0.2750, -2.5297, 0.4005], [-1.3586, -2.0705, 0.9670], [1.2075, 0.0563, -0.3821], [2.1640, -0.2776, 1.0567], [-0.3373, 1.9696, -2.2248], [-1.4664, 0.9676, -2.1935], [-0.9245, -0.5363, -1.0452], [-0.5911, 1.1224, -2.6089]],
  "forces_ev_per_angstrom": [[-0.8, -0.6, 0.9], [-1.0, 0.8, -0.6], [0.3, -0.5, -0.1], [-0.5, -0.2, -0.6], [0.0, 0.9, 0.2], [0.3, -1.0, 0.4], [0.5, 0.1, -0.1], [0.2, 0.0, -0.4], [0.3, 0.1, 0.4], [0.3, -0.3, 0.5], [0.4, 0.2, -0.6], [0.0, 0.0, 0.1], [0.2, 0.1, 0.1], [0.6, 0.2, -0.6], [0.2, 0.5, 0.0], [-0.9, -0.2, 0.6]]
}

Record 6
{
  "formula": "C3H9O3",
  "method": "ωB97M-V/def2-TZVPD",
  "e_homo_ev": -3.8,
  "spin_multiplicity": 1,
  "mol_weight_g_mol": 93.102,
  "total_energy_ev": -9398.0320,
  "total_charge": -1,
  "elements": ["C", "C", "O", "C", "O", "H", "H", "H", "H", "H", "H", "H", "H", "H", "O"],
  "positions_angstrom": [[1.3107, 0.0077, -0.2038], [1.6847, 1.4654, -0.0655], [0.5874, 2.2534, -0.7466], [0.1428, -0.5631, 0.6179], [-0.4287, -1.6447, -0.0297], [2.3298, -0.5917, -0.3851], [0.9760, -0.2753, -1.2594], [1.7342, 1.8884, 0.9021], [2.5091, 1.6491, -0.7404], [-0.0993, 1.5391, -1.2817], [0.5747, -0.7513, 1.6048], [-0.5909, 0.2780, 0.6778], [-3.0073, -2.1817, 0.7576], [-1.7019, -1.4048, 0.0661], [-2.8528, -1.3099, 0.4721]],
  "forces_ev_per_angstrom": [[1.9, -1.9, -2.3], [-2.8, -0.3, -3.5], [-2.3, -2.7, -1.5], [0.4, 0.2, -0.8], [-0.3, 0.5, 0.3], [-1.8, 0.6, 1.6], [0.0, 1.3, 0.8], [0.4, 0.2, 1.1], [0.8, 0.2, 0.5], [3.2, 2.9, 2.6], [-0.4, -0.3, 0.6], [0.4, -0.3, 0.4], [-0.3, -1.6, 0.6], [-0.6, -0.5, 0.9], [1.3, 1.8, -1.3]]
}

Record 7
{
  "formula": "C3H9O3",
  "method": "ωB97M-V/def2-TZVPD",
  "e_homo_ev": -2.3,
  "spin_multiplicity": 1,
  "mol_weight_g_mol": 93.102,
  "total_energy_ev": -9398.3725,
  "total_charge": -1,
  "elements": ["C", "C", "O", "C", "O", "H", "H", "H", "H", "H", "H", "H", "H", "H", "O"],
  "positions_angstrom": [[0.3936, -1.4330, 0.0259], [1.8895, -1.4047, 0.1110], [2.5060, -1.4755, -1.1740], [-0.2971, -1.6576, 1.4289], [-1.6096, -1.6231, 1.4337], [-0.0074, -0.4865, -0.3542], [0.0194, -2.2466, -0.5972], [2.2574, -2.3039, 0.6278], [2.2602, -0.6132, 0.7567], [1.8616, -2.0342, -1.6182], [0.1870, -0.8646, 2.0910], [0.2622, -2.5724, 1.8075], [-3.5811, 6.2854, -2.2231], [-3.2736, 6.1129, -0.7343], [-2.8680, 6.3170, -1.5816]],
  "forces_ev_per_angstrom": [[-0.7, 0.5, 0.9], [0.2, -1.4, 0.8], [0.1, 0.5, -0.4], [1.3, 0.6, 0.1], [-0.4, -0.4, -0.1], [0.1, -0.1, -0.2], [0.1, -0.2, -0.3], [-0.4, -0.1, 0.3], [0.1, 0.7, -0.6], [0.2, 0.1, -0.5], [0.0, 0.1, -0.1], [-0.6, -0.3, 0.0], [-0.1, -0.1, 0.0], [0.0, -0.1, 0.0], [0.1, 0.1, 0.0]]
}

Record 8
{
  "formula": "C3H9O3PS",
  "method": "ωB97M-V/def2-TZVPD",
  "e_homo_ev": -9.0,
  "spin_multiplicity": 1,
  "mol_weight_g_mol": 156.143,
  "total_energy_ev": -29521.7177,
  "elements": ["C", "C", "C", "O", "O", "O", "P", "S", "H", "H", "H", "H", "H", "H", "H", "H", "H"],
  "positions_angstrom": [[1.2795, 1.4267, 0.6936], [-1.5254, 1.1783, 1.5979], [0.0540, -1.9113, -2.0644], [-0.8540, 1.6583, -1.2003], [-0.5838, -2.4846, 0.5692], [1.6389, -1.6039, 0.0208], [-0.3877, 0.9795, 0.0999], [0.2094, -1.6362, -0.2618], [1.5750, 0.5352, 1.2975], [1.9974, 1.6152, -0.0953], [1.4134, 2.2200, 1.3258], [-0.9275, 0.8701, 2.4180], [-1.5243, 2.3881, 1.6316], [-2.5380, 0.8724, 1.4685], [1.0843, -1.8704, -2.6870], [-0.1832, -2.9698, -2.2721], [-0.7280, -1.2678, -2.5418]],
  "forces_ev_per_angstrom": [[-0.1, -3.0, -0.7], [1.8, 3.7, -2.1], [1.3, -0.7, -2.2], [0.9, -1.6, 2.7], [-1.0, -0.7, -0.2], [-0.4, -0.1, -0.3], [-1.0, 0.4, -2.2], [1.5, 3.1, -0.1], [0.2, 0.4, -0.6], [-0.1, -0.5, -0.5], [-0.6, 2.3, 1.7], [-0.1, -0.7, 1.0], [-0.1, -2.6, 0.0], [-0.4, -0.6, 0.1], [-2.1, 0.7, 2.0], [-0.4, 0.3, 0.6], [0.8, -0.4, 0.7]]
}

Record 9
{
  "formula": "C3H9O3Sm",
  "method": "ωB97M-V/def2-TZVPD",
  "s_squared": 12.008,
  "e_homo_ev": [-12.6, -13.3],
  "spin_multiplicity": 7,
  "mol_weight_g_mol": 243.462,
  "total_energy_ev": -27295.8886,
  "total_charge": 1,
  "elements": ["Sm", "O", "H", "C", "O", "C", "C", "H", "H", "H", "H", "H", "H", "H", "O", "H"],
  "positions_angstrom": [[0.3190, -0.3147, -2.2189], [2.7552, -1.3606, -2.0365], [2.7892, -2.2999, -2.2422], [-2.2025, 1.1274, -0.3184], [-0.9174, 0.5397, -0.2080], [-0.5092, 0.2588, 1.1287], [0.9515, -0.1395, 1.1329], [-2.4449, 1.1752, -1.3863], [-2.9467, 0.5089, 0.2040], [-2.1636, 2.1450, 0.0971], [-1.1302, -0.5705, 1.5038], [-0.6627, 1.1683, 1.7299], [1.1840, -0.5044, 2.1473], [1.5787, 0.7534, 0.9541], [1.1815, -1.1360, 0.1742], [2.2180, -1.3511, -0.6616]],
  "forces_ev_per_angstrom": [[1.7, -0.9, 1.6], [-2.5, 0.6, 2.1], [0.3, -0.1, 0.0], [-0.2, 0.3, 0.2], [0.5, -0.2, -1.1], [-0.1, -0.2, 0.6], [0.7, 0.2, 0.1], [-0.1, 0.1, 0.2], [0.1, 0.3, -0.1], [-0.3, -0.3, -0.1], [0.1, 0.3, 0.0], [0.0, -0.3, 0.0], [0.0, 0.1, -0.2], [-0.1, -0.2, 0.1], [0.8, -0.5, -2.9], [-0.8, 0.8, -0.3]]
}

Record 10
{
  "formula": "C3H9O4S2",
  "method": "ωB97M-V/def2-TZVPD",
  "e_homo_ev": -5.0,
  "spin_multiplicity": 1,
  "mol_weight_g_mol": 173.235,
  "total_energy_ev": -33120.0134,
  "total_charge": -1,
  "elements": ["C", "C", "O", "O", "C", "S", "S", "H", "H", "H", "H", "H", "H", "H", "O", "H", "H", "O"],
  "positions_angstrom": [[0.3237, -1.1937, 1.2886], [0.8269, -1.8476, -0.0707], [1.1503, -3.0446, -0.0195], [0.8445, -1.0700, -1.0635], [0.7529, 0.2521, 1.4241], [-0.5501, 1.3954, 2.0460], [-1.3953, 2.1410, 0.3491], [-0.7407, -1.4039, 1.3371], [0.7678, -1.8182, 2.0612], [1.5781, 0.3781, 2.1350], [1.0725, 0.6567, 0.4731], [-2.2317, 1.1605, -0.0457], [1.1761, 0.5436, -2.5029], [1.4350, 1.5557, -1.4184], [1.3597, 1.4829, -2.3728], [-0.4192, -2.5467, -2.9894], [-0.6845, -1.2403, -2.3385], [-1.1444, -1.9267, -2.8552]],
  "forces_ev_per_angstrom": [[0.9, -1.0, -0.7], [0.0, 0.1, 0.4], [-0.2, 0.3, 0.0], [0.0, 0.1, -0.1], [-0.5, 0.4, 0.5], [0.1, -0.3, 0.1], [0.0, 0.2, -0.3], [-0.3, 0.5, -0.1], [0.0, 0.1, 0.2], [-0.1, -0.1, -0.1], [0.0, -0.1, -0.2], [0.1, -0.1, 0.2], [0.0, -0.1, 0.3], [-0.1, -0.1, 0.0], [0.1, 0.2, -0.4], [-0.1, -0.1, 0.1], [0.0, -0.3, 0.2], [0.1, 0.2, -0.2]]
}